1.
A molecular structure, C21H67AlBO13, computed with ωB97M-V with the def2-TZVPD basis set.

Its net charge is -1. The calculation puts the energy above the lowest of the compared OMol25 structures with the same formula, charge and spin at 0.3802 eV. The total energy comes out at -56755.807 eV. The calculation puts the orbital gap at 0.1898 Eh. The molecular weight is 565.55 g mol⁻¹. As for the spin multiplicity: 1.

The geometry in XYZ format:
```
103
Properties=species:S:1:pos:R:3:forces:R:3:lowdin_charge:R:1
C -2.477 -3.928 5.036 0.969 0.806 0.636 -0.08
B -1.031 -3.274 5.373 -0.775 -0.156 0.588 -0.45
O -0.902 -2.629 6.646 -1.359 -0.855 -0.654 -0.01
Al 0.495 -3.454 3.936 -0.247 -0.468 -1.250 0.14
O -0.009 -2.439 2.468 0.608 -1.666 0.735 -0.27
O 0.566 -5.254 3.461 0.076 1.515 -0.616 -0.28
H -2.369 -4.572 4.163 -0.242 0.012 0.014 0.04
H -2.774 -4.504 5.927 -0.231 0.066 -0.242 0.05
H -3.197 -3.122 4.854 -0.199 -0.270 0.001 0.03
H -0.053 -2.886 6.972 1.051 0.446 0.114 0.03
H 1.873 -2.951 4.602 0.595 0.072 -0.053 -0.08
H -0.205 -1.546 2.716 -0.087 0.726 -0.039 -0.05
H 0.626 -5.793 4.236 0.039 -0.429 0.588 -0.04
C -0.470 -0.790 -0.879 -0.218 -0.118 0.076 -0.08
C -0.984 0.289 0.054 0.380 -0.160 -0.093 -0.31
O -0.221 0.309 1.251 -0.417 0.444 0.228 -0.08
H -0.525 -1.764 -0.389 -0.071 0.053 0.086 0.08
H -1.054 -0.823 -1.803 0.075 0.023 -0.043 0.07
H 0.573 -0.620 -1.136 -0.017 0.099 -0.102 0.05
H -2.023 0.095 0.325 0.050 0.037 0.167 0.11
H -0.931 1.279 -0.421 -0.128 -0.041 -0.140 0.09
H 0.692 0.490 1.015 0.215 -0.157 0.114 0.07
C 4.259 -1.028 -2.476 0.036 0.025 0.019 -0.09
C 3.028 -1.832 -2.848 -0.023 0.195 -0.104 -0.30
O 1.881 -0.990 -2.984 0.067 -0.196 0.035 -0.10
H 4.093 -0.492 -1.540 -0.019 -0.063 0.036 0.07
H 5.129 -1.677 -2.360 -0.034 0.000 -0.012 0.07
H 4.480 -0.280 -3.244 0.042 -0.047 -0.035 0.07
H 2.804 -2.561 -2.072 -0.071 0.067 -0.065 0.09
H 3.189 -2.371 -3.788 0.084 -0.099 0.066 0.11
H 2.064 -0.351 -3.675 0.023 0.118 -0.101 0.07
C -3.695 4.427 -0.557 0.019 -0.091 -0.089 -0.08
C -2.644 3.751 -1.416 -0.038 -0.151 0.473 -0.32
O -1.333 4.042 -0.927 0.067 0.213 -0.344 -0.09
H -3.543 5.502 -0.546 -0.088 0.036 -0.089 0.04
H -4.700 4.218 -0.929 0.004 -0.023 0.038 0.08
H -3.627 4.082 0.478 -0.061 -0.087 -0.031 0.08
H -2.701 4.113 -2.442 0.174 0.016 0.016 0.10
H -2.787 2.665 -1.427 -0.107 0.030 -0.122 0.10
H -1.280 3.711 -0.027 0.023 -0.118 0.114 0.07
C -2.175 8.152 2.174 -0.026 -0.028 0.040 -0.09
C -2.453 7.657 0.767 -0.158 0.253 0.132 -0.31
O -3.850 7.453 0.559 0.179 -0.161 -0.012 -0.10
H -2.548 7.438 2.909 0.049 -0.043 -0.031 0.08
H -1.105 8.295 2.336 -0.021 0.021 0.005 0.07
H -2.684 9.102 2.358 0.078 0.040 -0.032 0.07
H -1.959 6.702 0.594 -0.103 -0.023 -0.084 0.10
H -2.081 8.373 0.026 0.131 -0.057 0.014 0.11
H -4.290 8.294 0.697 -0.104 0.136 0.024 0.08
C -3.429 1.516 -5.955 -0.147 0.119 -0.002 -0.10
C -3.413 2.145 -4.575 0.006 -0.434 -0.026 -0.33
O -4.492 1.665 -3.775 -0.091 0.424 -0.010 -0.09
H -4.372 1.731 -6.461 0.005 0.073 0.034 0.08
H -2.608 1.889 -6.566 0.024 -0.104 -0.002 0.06
H -3.340 0.430 -5.885 0.143 0.018 -0.022 0.07
H -3.518 3.228 -4.648 -0.102 -0.017 0.113 0.11
H -2.469 1.926 -4.065 0.079 0.127 -0.090 0.11
H -4.395 0.714 -3.698 0.022 -0.166 0.051 0.08
C 2.529 -4.831 0.416 0.048 0.007 -0.068 -0.07
C 3.862 -5.154 -0.225 -0.227 0.216 0.313 -0.30
O 4.449 -3.979 -0.804 0.309 -0.236 -0.287 -0.11
H 1.840 -4.411 -0.319 -0.008 -0.049 -0.017 0.08
H 2.074 -5.720 0.855 -0.031 0.094 0.115 0.08
H 2.652 -4.085 1.204 -0.077 -0.099 0.098 0.08
H 3.742 -5.886 -1.025 0.131 0.125 -0.109 0.11
H 4.552 -5.569 0.516 -0.104 -0.171 -0.018 0.09
H 4.558 -3.338 -0.098 -0.146 0.133 0.133 0.06
C -5.368 -0.348 3.869 0.071 0.014 -0.043 -0.09
C -6.076 -1.682 4.016 0.033 0.199 0.317 -0.32
O -5.627 -2.377 5.174 -0.123 -0.211 -0.291 -0.09
H -4.289 -0.497 3.807 -0.021 -0.044 -0.053 0.08
H -5.702 0.178 2.973 0.001 0.017 0.031 0.07
H -5.558 0.288 4.738 -0.077 0.024 -0.041 0.07
H -5.867 -2.320 3.159 0.030 -0.092 0.090 0.11
H -7.162 -1.539 4.082 -0.017 0.023 -0.160 0.10
H -5.813 -1.829 5.938 0.043 0.097 0.151 0.08
C 5.880 -3.368 3.105 0.024 -0.117 0.055 -0.08
C 7.102 -4.202 2.767 -0.274 0.171 -0.242 -0.32
O 6.766 -5.275 1.891 0.236 -0.128 0.213 -0.09
H 5.110 -3.985 3.571 0.008 0.033 0.031 0.08
H 6.134 -2.554 3.786 -0.043 0.025 -0.040 0.07
H 5.442 -2.938 2.200 0.044 0.092 0.022 0.06
H 7.524 -4.644 3.669 0.011 -0.102 -0.067 0.11
H 7.875 -3.583 2.295 0.056 0.039 0.127 0.10
H 6.404 -4.889 1.091 -0.052 0.016 -0.152 0.05
C 2.640 3.384 2.635 -0.066 0.024 0.004 -0.10
C 3.460 2.157 2.988 -0.011 0.099 -0.291 -0.32
O 3.246 1.110 2.048 -0.104 -0.139 0.189 -0.08
H 1.579 3.133 2.605 0.014 -0.033 0.069 0.07
H 2.793 4.182 3.364 0.003 0.008 -0.034 0.07
H 2.912 3.760 1.645 0.065 0.049 0.043 0.07
H 3.171 1.773 3.965 0.000 -0.130 -0.064 0.12
H 4.529 2.400 3.017 -0.011 0.064 0.130 0.10
H 3.510 1.434 1.184 0.061 0.043 -0.151 0.07
C 0.156 -0.005 -9.610 -0.033 0.025 -0.049 -0.10
C 0.145 0.607 -8.221 -0.024 -0.367 0.007 -0.32
O -0.939 0.106 -7.445 0.031 0.326 -0.093 -0.09
H -0.782 0.203 -10.125 0.018 0.062 0.009 0.07
H 0.980 0.390 -10.208 -0.002 -0.038 0.004 0.07
H 0.259 -1.091 -9.552 0.094 0.016 0.004 0.07
H 0.024 1.688 -8.283 -0.074 -0.014 0.100 0.11
H 1.086 0.398 -7.701 0.070 0.114 -0.078 0.11
H -0.832 -0.845 -7.376 -0.004 -0.164 0.068 0.08
```
Forces are in eV/Å.

---

2.
3 unconnected molecules or ions with the total composition C5H13NO2, computed with ωB97M-V with the def2-TZVPD basis set.

The calculation puts the energy above the lowest of the compared OMol25 structures with the same formula, charge and spin at 6.5205 eV. The total energy comes out at -10975.358 eV. The calculation puts the orbital gap at 0.1798 Eh. The molecular weight is 119.16 g mol⁻¹. As for the spin multiplicity: 1.

The geometry in XYZ format:
```
21
Properties=species:S:1:pos:R:3:forces:R:3:lowdin_charge:R:1
C 0.281 -0.132 -2.069 1.310 0.097 -1.519 -0.30
O 1.609 0.183 -2.314 -0.832 -0.302 0.643 -0.12
C -0.041 -0.048 -0.572 -0.710 0.693 0.719 -0.18
C -1.419 -0.244 -0.224 1.524 0.074 -1.239 0.08
C -1.988 0.554 0.781 -1.809 0.522 1.929 -0.14
C -3.180 1.204 0.839 1.394 -2.130 -0.105 0.11
N 1.296 -0.909 1.932 -0.682 -0.227 -1.060 0.00
H -0.280 0.649 -2.569 -0.757 -0.100 -0.309 0.11
H 0.046 -1.131 -2.464 -0.391 0.027 0.159 0.12
H 3.662 0.356 -0.201 -0.233 -0.050 -0.171 -0.03
H 0.267 0.938 -0.191 0.152 -0.336 0.135 0.15
H 1.343 -0.698 2.904 0.344 0.270 0.479 0.00
H -2.027 -0.951 -0.787 -0.051 0.027 -0.046 0.15
H -1.458 0.537 1.743 0.679 0.291 -0.610 0.13
H -3.888 1.110 0.029 -0.155 0.642 0.032 0.08
H -3.380 1.576 1.829 -0.619 0.676 -0.252 0.07
H 0.681 -0.732 -0.068 -0.392 -0.202 0.023 0.13
H 1.691 -1.821 1.741 0.139 0.059 0.275 0.02
H 1.782 -0.266 1.276 0.568 -0.217 0.841 -0.02
H 2.167 -0.034 -1.399 0.970 0.342 0.085 -0.01
O 2.838 -0.142 -0.216 -0.447 -0.156 -0.009 -0.35
```
Forces are in eV/Å.

---

3.
A gas-phase ion, ClHNO2S (charge -1), computed with ωB97M-V with the def2-TZVPD basis set.

Its net charge is -1. The calculation puts the energy above the lowest of the compared OMol25 structures with the same formula, charge and spin at 1.6820 eV. The total energy comes out at -28958.748 eV. The calculation puts the orbital gap at 0.3271 Eh. The molecular weight is 114.53 g mol⁻¹. As for the spin multiplicity: 1.

The geometry in XYZ format:
```
6
Properties=species:S:1:pos:R:3:forces:R:3:lowdin_charge:R:1
N -0.589 -0.671 -0.990 -0.383 2.217 0.364 -0.30
O 0.517 1.862 -0.522 -2.199 -6.145 2.323 -0.55
O 1.279 -0.382 0.632 0.670 -0.097 0.895 -0.47
S 0.141 0.245 0.027 1.248 4.737 -3.291 0.32
Cl -1.244 0.483 1.762 0.341 0.222 -0.521 0.03
H -0.104 -1.537 -0.909 0.323 -0.935 0.231 -0.04
```
Forces are in eV/Å.

---

Number 2 is which compound? C5H13NO2